Record 1
{
  "formula": "C3H10N2",
  "method": "ωB97M-V with the def2-TZVPD basis set",
  "elements": ["C", "N", "H", "H", "H", "H", "H", "C", "C", "N", "H", "H", "H", "H", "H"],
  "positions_angstrom": [[0.5322, 1.7920, 2.4653], [-0.7294, 1.6078, 1.7707], [0.4153, 2.4709, 3.3220], [1.1358, 2.4794, 1.8528], [0.8556, 0.7946, 2.7258], [-1.0400, 0.6336, 1.6701], [-1.4993, 2.2535, 1.9793], [-0.0796, -1.6296, -2.9752], [0.1163, -1.4500, -0.6706], [-0.5553, -1.9330, -1.6278], [-0.8704, -1.9308, -3.6571], [0.8337, -2.1291, -3.3021], [0.1374, -0.5632, -3.0607], [-0.2374, -1.5951, 0.3433], [0.9851, -0.8012, -0.8358]],
  "lowdin_charge": [-0.002, 0.281, 0.133, 0.144, 0.113, 0.150, 0.167, -0.138, -0.119, -0.071, 0.072, 0.084, 0.072, 0.042, 0.070],
  "charge": 1,
  "lumo_energy_ev": [-4.06, -9.18],
  "homo_energy_ev": [-12.72, -12.72],
  "multiplicity": 2,
  "s2": 0.754,
  "max_force_ev_per_a": 2.22,
  "gap_ev": [8.663, 3.536],
  "relative_energy_kcal_mol": 51.1
}

***

Record 2
{
  "formula": "H9NSi3",
  "method": "ωB97M-V with the def2-TZVPD basis set",
  "elements": ["N", "Si", "Si", "Si", "H", "H", "H", "H", "H", "H", "H", "H", "H"],
  "positions_angstrom": [[0.3368, 2.1919, -0.1894], [0.0355, -1.3176, 1.5820], [-0.4336, 1.0465, -1.2809], [-0.0615, -1.1921, -0.7650], [0.8300, 1.7221, 0.5372], [0.8445, 2.9963, -0.5949], [0.9923, -0.4553, 2.1105], [-1.4254, -1.2795, 1.9369], [0.5890, -2.6271, 2.1446], [-0.1471, 1.5498, -2.6116], [-1.8097, 1.6168, -1.1469], [-0.8218, -2.3390, -1.5394], [1.3924, -1.0252, -1.2552]],
  "lowdin_charge": [-0.201, 0.401, 0.278, 0.277, -0.037, 0.032, -0.155, -0.106, -0.109, -0.099, -0.092, -0.085, -0.105],
  "charge": 0,
  "lumo_energy_ev": 0.60,
  "homo_energy_ev": -9.25,
  "smiles": "N[SiH2][SiH2][SiH3]",
  "max_force_ev_per_a": 3.08,
  "gap_ev": 9.847,
  "relative_energy_kcal_mol": 4.7
}

***

Record 3
{
  "formula": "C6H8OS",
  "method": "ωB97M-V with the def2-TZVPD basis set",
  "elements": ["C", "C", "C", "C", "C", "C", "H", "H", "H", "H", "H", "H", "H", "H", "O", "S"],
  "positions_angstrom": [[-0.0645, 0.3991, -0.1068], [-0.7275, -0.1659, 1.2582], [-2.1607, -0.5150, -0.6987], [-0.8742, -0.3831, -1.2311], [1.4241, 0.3115, 0.1038], [2.3111, -0.7135, -0.2569], [0.7751, 2.5426, 0.4854], [-0.7895, 0.3949, 2.1483], [-0.3059, -1.2681, 1.2688], [-3.1294, -0.9315, -1.0520], [-0.5982, -0.5063, -2.1963], [1.6299, 1.0771, 0.9166], [3.3700, -0.5505, -0.1873], [1.8119, -1.5863, -0.7776], [-2.1543, -0.2974, 0.6093], [-0.5180, 2.1922, -0.2838]],
  "lowdin_charge": [-0.757, -0.023, -0.170, -0.054, -0.228, 0.037, -0.026, 0.100, 0.161, 0.140, 0.050, 0.079, 0.038, 0.075, -0.154, 0.731],
  "charge": 0,
  "lumo_energy_ev": 0.73,
  "homo_energy_ev": -8.47,
  "smiles": "C=C[C@@]1(S)C=COC1",
  "max_force_ev_per_a": 7.19,
  "gap_ev": 9.200,
  "relative_energy_kcal_mol": 93.4
}

***

Record 4
{
  "formula": "C16H18ClN5O6S",
  "method": "ωB97M-V with the def2-TZVPD basis set",
  "elements": ["O", "O", "O", "O", "O", "Cl", "N", "O", "C", "C", "C", "C", "C", "C", "C", "C", "C", "C", "C", "C", "N", "N", "N", "N", "C", "C", "C", "C", "S", "H", "H", "H", "H", "H", "H", "H", "H", "H", "H", "H", "H", "H", "H", "H", "H", "H", "H"],
  "positions_angstrom": [[-3.6581, -1.4750, -0.0987], [1.7912, -2.5901, -0.6777], [4.4756, 1.6002, -1.9865], [-6.4963, 3.2319, 0.9451], [-5.6783, 4.2012, 3.1864], [-5.1716, 2.4327, 5.3946], [5.9999, -1.9662, -4.8177], [4.9832, 0.8671, 0.0917], [-3.2505, -1.2661, 1.0255], [1.4123, -1.4883, -0.3046], [4.5198, 0.6913, -1.1410], [5.9405, -0.6621, -5.2923], [4.9027, -2.1074, -3.9752], [4.3299, -0.8431, -3.7397], [-4.0028, 0.0975, 4.4169], [-3.5804, -0.7495, 3.3835], [-4.5489, 0.6473, 1.7686], [-4.6684, 1.3199, 4.0472], [-3.7914, -0.4378, 2.0987], [-4.9431, 1.5674, 2.6904], [4.9515, -0.0106, -4.5673], [-1.9978, -1.8060, 1.2750], [2.3689, -0.4569, -0.5724], [-4.2617, 3.8728, 1.4876], [0.2467, -1.2756, 0.6271], [-0.9369, -2.2407, 0.3981], [3.1952, -0.5675, -2.7305], [3.5697, -0.5604, -1.3205], [-5.6226, 3.2207, 2.1403], [5.5945, 1.6413, 0.0599], [6.7226, -0.3072, -5.9571], [4.6552, -3.0048, -3.3521], [-3.8700, -0.1340, 5.5059], [-3.0664, -1.6712, 3.6347], [-4.7884, 0.8506, 0.7180], [4.9349, 1.0339, -4.4932], [-1.6975, -1.5982, 2.2269], [2.1566, 0.4266, -0.1023], [-4.6215, 4.5985, 0.8842], [-3.9343, 4.4376, 2.2250], [0.6789, -1.4603, 1.6209], [-0.1194, -0.2490, 0.6068], [-1.2995, -2.1850, -0.7131], [-0.8496, -3.3019, 0.6612], [2.7323, 0.4123, -3.1627], [2.4360, -1.3475, -2.9907], [4.2574, -1.3882, -1.1249]],
  "lowdin_charge": [0.085, 0.066, 0.070, -0.313, -0.369, 0.656, 0.021, 0.129, -0.424, -0.412, -0.409, -0.147, -0.118, -0.287, -0.046, -0.032, -0.001, -0.518, -0.166, -0.241, 0.057, 0.021, 0.092, -0.085, -0.086, -0.156, -0.125, -0.269, 0.671, 0.152, 0.104, 0.119, 0.125, 0.128, 0.151, 0.173, 0.113, 0.150, 0.068, 0.040, 0.134, 0.124, 0.167, 0.129, 0.157, 0.135, 0.164],
  "charge": 0,
  "lumo_energy_ev": -0.43,
  "homo_energy_ev": -8.31,
  "smiles": "NS(=O)(=O)c1cc(C(=O)NCCC(=O)N[C@@H](Cc2cnc[nH]2)C(=O)O)ccc1Cl",
  "max_force_ev_per_a": 5.75,
  "gap_ev": 7.882,
  "relative_energy_kcal_mol": 0.7
}